1.
{"formula": "C9H25Br3O8", "method": "wB97M-V/def2-TZVPD", "elements": ["C", "C", "O", "O", "H", "H", "H", "H", "H", "H", "C", "C", "O", "O", "H", "H", "H", "H", "H", "H", "C", "C", "O", "O", "H", "H", "H", "H", "H", "H", "C", "C", "O", "O", "H", "H", "H", "H", "H", "H", "C", "Br", "Br", "Br", "H"], "positions_angstrom": [[3.435, -1.801, -2.497], [2.236, -1.564, -3.355], [1.494, -0.335, -3.051], [4.352, -0.671, -2.600], [3.774, -2.815, -2.750], [3.126, -1.891, -1.449], [1.518, -2.386, -3.242], [2.622, -1.561, -4.386], [2.107, 0.406, -3.113], [4.942, -0.599, -1.835], [-1.125, -1.294, 5.302], [-1.201, -2.251, 6.447], [-0.758, -1.570, 7.699], [-1.770, -1.850, 4.152], [-0.102, -1.019, 5.075], [-1.521, -0.321, 5.644], [-0.661, -3.175, 6.303], [-2.194, -2.651, 6.599], [-1.354, -0.825, 7.807], [-1.339, -1.457, 3.387], [-0.925, 0.435, 1.346], [-0.724, 0.293, -0.111], [0.606, -0.042, -0.366], [-0.423, -0.729, 1.962], [-2.004, 0.472, 1.498], [-0.443, 1.368, 1.747], [-1.055, 1.282, -0.505], [-1.423, -0.469, -0.519], [0.733, -0.185, -1.338], [0.309, -0.982, 1.377], [-0.037, 4.024, -1.102], [0.671, 2.983, -1.928], [1.465, 3.481, -3.027], [-1.011, 4.736, -1.820], [0.702, 4.672, -0.565], [-0.504, 3.552, -0.260], [-0.104, 2.299, -2.260], [1.297, 2.473, -1.200], [0.962, 3.180, -3.795], [-0.596, 5.434, -2.316], [-3.078, -1.738, -3.252], [-4.538, -2.445, -4.266], [-2.721, 0.082, -3.708], [-1.487, -2.783, -3.540], [-3.251, -1.767, -2.189]], "forces_ev_per_a": [[-0.0197, 0.5764, 1.7572], [-0.3796, 0.9395, -0.4370], [0.5373, -1.0864, -0.1676], [-0.4741, -1.0457, -0.4819], [0.8399, 0.4248, -0.3213], [-0.0766, 0.1421, 0.0043], [0.2569, 0.2695, -0.0160], [-0.5295, 0.2679, -0.0071], [0.2009, -0.0149, -0.0060], [-0.4332, -0.3617, -0.2318], [-0.0816, 0.3120, -0.5494], [-0.0108, 0.3700, 1.8044], [-0.1376, -1.2017, -1.5632], [0.0484, 0.3854, 1.0208], [0.5468, -0.3575, -0.0980], [-0.6379, -0.2152, -0.2683], [0.9535, 0.1551, 0.0632], [-0.6998, 0.4183, -0.0702], [-0.1061, 0.0947, 0.0591], [0.1377, -0.0338, -0.3908], [-0.1102, 0.2375, 0.7229], [-1.2234, 0.9319, -1.1264], [0.3619, -0.0220, -0.8764], [0.3186, -0.0966, 0.2825], [0.0190, 0.2206, 0.3531], [-0.3103, -0.7797, -0.2662], [0.4142, -0.5299, -0.3919], [0.3405, 0.2144, 0.1832], [0.1276, 0.0512, 0.6724], [0.0793, -0.2589, 0.3608], [1.2044, 1.0615, 0.2003], [0.1585, 0.1494, 0.6203], [-1.0365, -0.4990, 0.4283], [-0.4798, -0.0764, 0.2526], [-0.3171, 0.0060, -0.8083], [-0.6625, -0.6315, 0.2577], [0.0686, -0.2964, -0.3913], [0.3876, -0.3843, -0.2347], [0.4137, 0.3581, -0.1172], [0.2916, 0.2783, -0.2680], [0.4875, -0.0299, -0.2319], [-0.1283, -0.0019, 0.2101], [-0.0694, 0.4252, -0.0171], [0.1413, -0.2417, 0.0275], [-0.4119, -0.1245, 0.0572]], "e_tot_ev": -236243.0437, "total_charge": 0, "spin_multiplicity": 1, "homo_ev": -9.88}


2.
{"formula": "C25H15Cl4I2IrN2O9S2", "method": "wB97M-V/def2-TZVPD", "elements": ["Ir", "I", "C", "C", "C", "I", "C", "O", "C", "C", "N", "C", "C", "C", "C", "C", "C", "N", "C", "H", "H", "H", "H", "H", "H", "H", "H", "H", "H", "H", "O", "S", "O", "O", "C", "C", "C", "C", "C", "C", "S", "O", "O", "O", "H", "H", "H", "H", "Cl", "C", "C", "Cl", "C", "Cl", "C", "O", "C", "O", "C", "Cl"], "positions_angstrom": [[-1.112, 0.208, 0.589], [-0.746, -6.153, 4.397], [-1.404, -4.514, 3.280], [-2.168, -4.712, 2.134], [-2.599, -3.619, 1.413], [-3.655, -3.898, -0.361], [-2.305, -2.284, 1.780], [-2.718, -1.278, 1.093], [-1.514, -2.133, 2.950], [-1.169, -0.752, 3.404], [-0.268, -0.048, 2.439], [0.163, 1.274, 2.968], [-0.296, 2.432, 2.110], [0.125, 3.726, 2.341], [-0.349, 4.755, 1.537], [-1.255, 4.440, 0.533], [-1.628, 3.126, 0.345], [-1.141, 2.128, 1.103], [-1.074, -3.230, 3.676], [-2.412, -5.710, 1.798], [-0.682, -0.796, 4.384], [-2.064, -0.129, 3.478], [0.549, -0.635, 2.275], [1.250, 1.302, 3.054], [-0.256, 1.402, 3.969], [0.836, 3.917, 3.134], [-0.015, 5.772, 1.688], [-1.658, 5.198, -0.124], [-2.296, 2.817, -0.447], [-0.470, -3.075, 4.562], [1.946, -1.456, -1.143], [0.720, -2.201, -0.973], [0.874, -3.619, -0.775], [-0.154, -1.642, 0.087], [-0.153, -2.026, -2.543], [-0.248, -3.216, -3.253], [-0.852, -3.273, -4.499], [-1.377, -2.124, -5.055], [-1.291, -0.930, -4.358], [-0.684, -0.859, -3.111], [-0.819, 0.757, -2.352], [-1.225, 1.646, -3.409], [2.902, 0.679, -2.768], [-1.910, 0.627, -1.330], [0.157, -4.105, -2.795], [-0.912, -4.219, -5.022], [-1.859, -2.144, -6.024], [-1.697, -0.022, -4.778], [3.771, 5.256, -1.587], [3.549, 3.550, -1.432], [4.510, 2.815, -0.565], [6.041, 3.543, -0.256], [4.186, 1.621, -0.069], [5.173, 0.656, 0.933], [2.765, 1.147, -0.354], [2.013, 0.931, 0.548], [2.539, 1.382, -1.875], [0.403, 1.130, -1.639], [2.545, 2.912, -2.036], [1.419, 3.654, -3.075]], "forces_ev_per_a": [[0.4416, -0.2505, -0.1998], [-0.0028, -0.0094, -0.0036], [-0.0378, -0.0122, -0.0546], [0.0379, 0.0394, 0.0662], [-0.0253, -0.0606, -0.0652], [-0.0057, 0.0086, -0.0068], [-0.0017, 0.0604, -0.0379], [-0.1148, 0.1315, 0.1259], [0.0347, -0.0252, 0.1115], [-0.0572, -0.0775, -0.0894], [0.0192, 0.1957, 0.0590], [0.0479, 0.0657, -0.0370], [-0.0954, -0.2919, 0.0725], [-0.0518, 0.1953, -0.0377], [-0.0601, -0.2513, -0.0223], [0.0881, 0.1313, 0.0800], [0.0213, -0.0937, -0.0259], [-0.1504, 0.3119, 0.0523], [0.0170, 0.0137, -0.0051], [0.0067, -0.0109, 0.0032], [0.0158, 0.0399, -0.0073], [-0.0079, -0.0089, -0.0049], [0.0079, 0.0099, 0.0017], [-0.0220, -0.0256, -0.0481], [0.0582, 0.0225, 0.0266], [-0.0080, 0.0063, 0.0088], [-0.0014, 0.0091, 0.0036], [0.0085, 0.0148, 0.0090], [0.0096, -0.0003, -0.0145], [-0.0027, 0.0050, 0.0057], [-0.1054, -0.0508, 0.0989], [0.5032, 0.1871, -0.0301], [-0.0329, -0.0283, 0.0003], [-0.4653, -0.1056, -0.0860], [-0.1445, -0.0693, 0.0919], [-0.0227, -0.0113, -0.0412], [0.0331, -0.0211, 0.0385], [-0.0089, 0.0124, -0.0111], [-0.0113, 0.1538, -0.1236], [0.0671, -0.1947, 0.1389], [-0.2018, 0.5220, 0.2074], [0.0934, 0.0114, 0.0601], [-0.2271, -0.1062, -0.1339], [0.0707, -0.3498, 0.0472], [0.0007, -0.0087, 0.0043], [-0.0054, -0.0030, -0.0011], [0.0051, -0.0017, -0.0081], [-0.0061, -0.0263, -0.0015], [-0.0530, -0.0302, -0.0119], [0.1030, 0.1561, 0.1414], [0.0458, 0.0487, -0.0589], [-0.0322, -0.0680, 0.0112], [-0.1778, -0.0182, -0.0215], [-0.0173, 0.0351, 0.0080], [0.0241, 0.1286, -0.0478], [0.0750, -0.2299, -0.0328], [0.7502, 0.3223, 0.3625], [-0.3455, -0.2278, -0.3411], [-0.1987, -0.1256, -0.2815], [0.1149, -0.0433, 0.0554]], "e_tot_ev": -138377.1507, "e_above_lowest_kj_mol": 140.4, "total_charge": -1, "spin_multiplicity": 2, "homo_ev": [-4.39, -4.60]}


3.
{"formula": "C34H40BrIMnN5P2S2", "method": "wB97M-V/def2-TZVPD", "elements": ["Mn", "S", "C", "S", "C", "C", "N", "C", "N", "C", "P", "C", "N", "C", "C", "C", "C", "C", "C", "N", "C", "P", "C", "C", "C", "C", "C", "C", "C", "C", "C", "H", "H", "H", "H", "H", "H", "H", "H", "H", "H", "H", "H", "H", "H", "H", "H", "H", "H", "H", "H", "H", "H", "H", "H", "H", "H", "H", "H", "C", "C", "C", "C", "C", "C", "N", "H", "H", "H", "H", "H", "H", "H", "H", "Br", "C", "C", "C", "C", "C", "C", "I", "H", "H", "H", "H"], "positions_angstrom": [[0.091, -0.341, -0.513], [2.290, 0.231, -0.022], [1.976, -0.420, 1.546], [0.282, -0.718, 1.815], [2.943, -0.703, 2.480], [2.607, -1.267, 3.758], [2.336, -1.719, 4.784], [4.333, -0.451, 2.214], [5.454, -0.259, 2.016], [-2.956, 0.466, 0.900], [-2.197, -0.452, -0.496], [-2.810, 0.569, -1.933], [-3.983, 0.395, -2.464], [-4.284, 1.098, -3.584], [-5.533, 0.897, -4.217], [-5.834, 1.580, -5.354], [-4.909, 2.500, -5.910], [-3.704, 2.717, -5.315], [-3.368, 2.015, -4.134], [-2.163, 2.223, -3.549], [-1.874, 1.519, -2.496], [-0.192, 1.624, -1.718], [0.978, 1.657, -3.128], [-0.105, 3.398, -1.103], [1.192, 3.550, -0.299], [-1.296, 3.656, -0.176], [-0.124, 4.403, -2.261], [-3.117, -2.093, -0.417], [-2.678, -2.719, 0.917], [-2.625, -2.976, -1.574], [-4.647, -2.014, -0.447], [-4.043, 0.498, 0.801], [-2.570, 1.480, 0.916], [-2.674, -0.013, 1.835], [-6.226, 0.190, -3.778], [-6.788, 1.415, -5.837], [-5.157, 3.032, -6.819], [-2.985, 3.415, -5.727], [0.534, 2.161, -3.985], [1.250, 0.635, -3.383], [1.882, 2.177, -2.813], [1.298, 2.769, 0.454], [1.189, 4.522, 0.209], [2.077, 3.514, -0.939], [-1.225, 3.045, 0.726], [-2.255, 3.458, -0.668], [-1.294, 4.707, 0.127], [0.832, 4.418, -2.790], [-0.292, 5.405, -1.852], [-0.911, 4.193, -2.983], [-1.609, -2.595, 1.106], [-2.876, -3.794, 0.881], [-3.231, -2.303, 1.762], [-1.538, -3.063, -1.593], [-2.944, -2.580, -2.543], [-3.053, -3.978, -1.462], [-5.047, -1.491, 0.429], [-5.040, -3.037, -0.425], [-5.015, -1.522, -1.340], [-1.009, -1.258, -3.979], [-0.017, -2.092, -3.229], [0.510, -3.265, -3.717], [1.301, -3.819, -2.678], [1.234, -2.950, -1.613], [1.936, -3.133, -0.299], [0.424, -1.875, -1.930], [-1.017, -1.580, -5.023], [-0.776, -0.199, -3.975], [-2.033, -1.371, -3.602], [0.324, -3.670, -4.707], [1.867, -4.742, -2.688], [2.281, -4.167, -0.220], [1.286, -2.937, 0.553], [2.809, -2.485, -0.205], [0.137, 3.043, 6.912], [0.060, 4.398, 5.594], [0.027, 5.713, 6.040], [-0.035, 6.754, 5.127], [-0.062, 6.477, 3.768], [-0.025, 5.163, 3.329], [0.035, 4.103, 4.232], [0.104, 2.153, 3.455], [0.052, 5.912, 7.102], [-0.059, 7.779, 5.481], [-0.108, 7.285, 3.045], [-0.040, 4.944, 2.269]], "forces_ev_per_a": [[0.3792, -0.3441, -0.0065], [0.1806, -0.0641, 0.1069], [0.1004, 0.1595, 0.0602], [-0.1318, 0.0691, -0.0109], [0.2708, -0.0809, 0.2202], [-0.0019, 0.0906, -0.1634], [0.0808, 0.0851, -0.1745], [-0.1512, -0.0640, 0.0404], [-0.2335, -0.0196, 0.0469], [-0.1632, -0.0561, -0.2091], [-0.2843, 0.0073, 0.1510], [0.3802, -0.0761, 0.1068], [-0.2277, -0.2056, 0.1609], [-0.0386, 0.1815, -0.2046], [0.0551, -0.0605, 0.1252], [-0.0063, 0.1506, -0.2089], [-0.2255, -0.0877, -0.0589], [0.1501, 0.0371, 0.0730], [-0.2703, -0.0520, -0.0668], [0.1454, 0.1366, -0.1617], [0.1605, -0.1164, 0.2622], [0.0532, -0.3761, -0.2241], [-0.2411, 0.0108, -0.0152], [-0.0459, -0.1426, 0.0912], [-0.0449, 0.1141, 0.0524], [-0.0535, -0.0873, -0.0577], [0.0638, 0.0300, 0.0183], [0.0898, 0.0621, -0.2644], [0.0728, -0.0639, -0.0292], [-0.0980, -0.0019, 0.0163], [0.0548, 0.0306, 0.2102], [0.0463, 0.0087, 0.0572], [0.0387, 0.0636, 0.0152], [0.0127, -0.0268, 0.0405], [0.0358, -0.0179, 0.0319], [0.0105, 0.0469, -0.0467], [-0.0628, -0.0140, -0.0082], [0.0039, -0.0533, 0.0630], [0.0576, 0.0389, -0.0416], [-0.0344, -0.0716, -0.0055], [0.0007, 0.0217, 0.0213], [-0.0212, 0.0590, 0.0057], [0.0086, -0.0096, -0.0874], [-0.0282, -0.0356, 0.0201], [-0.0087, 0.0220, -0.0178], [0.0780, 0.0369, 0.0424], [0.0089, -0.0266, 0.0152], [-0.0739, -0.0308, 0.0163], [0.0665, -0.0422, -0.0130], [-0.0486, 0.0103, 0.0176], [0.0004, -0.0292, -0.0265], [-0.0619, 0.0278, 0.0118], [0.0510, 0.0239, -0.0184], [-0.1006, -0.0413, 0.0660], [-0.0779, -0.1366, 0.2146], [-0.0188, 0.0530, 0.0095], [0.0492, -0.0370, -0.1003], [0.0234, 0.0548, 0.0348], [-0.0188, 0.0396, -0.1234], [0.0161, -0.0574, 0.1403], [0.1575, 0.0069, 0.1350], [0.0768, -0.1721, -0.0119], [0.0081, -0.1628, -0.1335], [-0.0693, 0.0922, 0.0474], [0.0178, -0.0361, -0.1785], [-0.2968, 0.6675, -0.1212], [0.0041, -0.0077, 0.0233], [0.0722, 0.2280, -0.0344], [0.1979, 0.1275, -0.1089], [0.0427, 0.0379, 0.1778], [-0.0611, 0.0958, -0.0364], [-0.0363, 0.0233, -0.0359], [-0.0356, -0.0077, 0.0485], [-0.0361, -0.0110, 0.0025], [0.0080, -0.0400, -0.0377], [-0.0218, -0.0096, -0.0965], [-0.0031, 0.0459, -0.0545], [0.0022, 0.0300, 0.0212], [-0.0055, -0.0189, -0.0434], [0.0028, 0.0333, 0.0432], [0.0396, -0.0304, 0.1112], [-0.0360, 0.0932, 0.0482], [-0.0059, -0.0063, -0.0101], [0.0010, -0.0675, -0.0201], [0.0052, -0.0567, 0.0386], [-0.0011, 0.0022, 0.0053]], "e_tot_ev": -193072.3736, "e_above_lowest_kj_mol": 52.2, "total_charge": -1, "spin_multiplicity": 2, "homo_ev": [-4.40, -4.38]}